17
Properties=species:S:1:pos:R:3 method="wB97M-V/def2-TZVPD" spin_multiplicity=1 de_lowest_kcal_mol=0.0 charge=+2 total_energy_ha=-5431.32444 smiles="NC(=[NH2+])CC([NH3+])(Br)Br" lumo_ev=-8.4 orbital_gap_ev=9.9
Br -1.09 -3.31 0.42
Br 1.60 -2.30 -1.24
N -0.61 1.63 0.85
N -1.96 -0.13 1.57
N -0.99 -1.16 -1.53
C 0.22 -0.59 0.79
C -0.26 -1.73 -0.42
C -0.91 0.37 1.05
H 1.09 0.07 0.53
H 0.50 -1.21 1.69
H -1.37 2.30 0.90
H -1.96 -1.38 -1.43
H -0.78 -1.61 -2.41
H -0.78 -0.21 -1.58
H 0.28 2.13 0.88
H -2.08 -1.18 1.67
H -2.91 0.28 1.48

***

76
Properties=species:S:1:pos:R:3 method="wB97M-V/def2-TZVPD" spin_multiplicity=1 de_lowest_kcal_mol=9.8 charge=+1 total_energy_ha=-5418.49290 lumo_ev=-2.8 orbital_gap_ev=7.7
Br -0.33 1.90 -2.58
Sc 0.17 -0.12 -0.05
Si -1.74 -1.25 2.71
Si 3.28 -0.54 -1.63
F -0.50 -2.09 -0.23
O 0.75 1.83 0.67
N 1.59 -0.98 -1.36
N -0.95 -0.04 1.69
N -1.86 0.06 -1.30
C -0.10 -4.58 -2.85
C -2.95 -0.68 -1.04
C 1.06 -2.13 -1.97
C -3.60 -1.16 2.51
C -3.08 1.23 -2.97
C -0.60 -3.95 -1.72
C -0.39 3.64 1.86
C -4.15 -0.52 -1.70
C -1.22 -2.99 2.30
C 3.43 0.55 -3.13
C 1.96 2.58 0.70
C 3.84 0.37 -0.10
C 1.50 -2.78 -3.13
C 3.56 3.97 -0.36
C -0.30 2.30 1.54
C 2.71 2.52 1.85
C 4.34 3.93 0.78
C -4.20 0.46 -2.68
C 4.39 -2.02 -1.82
C -1.94 0.97 -2.25
C -5.34 -1.37 -1.33
C -1.15 1.31 2.04
C -1.40 4.06 2.72
C 0.93 -3.97 -3.55
C 3.91 3.21 1.89
C -0.01 -2.77 -1.37
C -1.23 -0.99 4.48
C -2.28 3.12 3.23
C 2.34 3.29 -0.41
C -2.16 1.78 2.89
H -5.81 -1.00 -0.42
H -4.09 -0.96 3.46
H 3.88 4.54 -1.23
H 2.29 -2.33 -3.71
H -3.09 1.99 -3.73
H 4.02 -2.88 -1.25
H 4.72 -0.12 0.31
H -1.71 -3.39 1.42
H -3.99 -2.12 2.14
H 4.52 -2.33 -2.86
H 0.30 4.36 1.44
H -5.12 0.63 -3.23
H 5.38 -1.76 -1.43
H -1.42 -4.36 -1.13
H -3.07 3.42 3.91
H 4.51 3.18 2.79
H -3.90 -0.37 1.81
H 1.71 3.34 -1.29
H -1.10 0.07 4.74
H -0.28 -1.51 4.67
H -0.53 -5.52 -3.19
H -0.14 -3.10 2.19
H -1.53 -3.60 3.16
H 2.74 1.39 -3.08
H -6.09 -1.35 -2.12
H -2.87 1.08 3.31
H 1.31 -4.44 -4.45
H -1.98 -1.41 5.17
H 3.22 -0.02 -4.04
H 2.35 1.96 2.71
H 4.10 1.42 -0.29
H 4.45 0.94 -3.21
H 5.28 4.46 0.81
H -2.85 -1.42 -0.25
H -1.48 5.11 2.98
H 3.08 0.35 0.69
H -5.05 -2.40 -1.16

***

11
Properties=species:S:1:pos:R:3 method="wB97M-V/def2-TZVPD" spin_multiplicity=1 de_lowest_kcal_mol=64.0 charge=0 total_energy_ha=-322.47233 smiles="[H]/N=C/C=O.C=O" lumo_ev=0.1 orbital_gap_ev=10.1
O 0.09 -1.01 1.60
O 0.97 1.32 -0.15
N -1.18 -0.78 -1.63
C -0.98 0.04 -0.69
C 1.17 -0.49 1.58
C 0.06 1.09 -0.91
H -0.05 1.69 -1.82
H -1.53 0.07 0.24
H 1.96 -0.84 0.89
H 1.42 0.34 2.25
H -1.92 -1.42 -1.36

***

17
Properties=species:S:1:pos:R:3 method="wB97M-V/def2-TZVPD" spin_multiplicity=1 de_lowest_kcal_mol=110.4 charge=0 total_energy_ha=-877.58904 lumo_ev=-0.6 orbital_gap_ev=7.4
Cl 3.47 -0.11 -0.17
O 1.72 -2.00 0.57
N 1.70 2.06 0.09
N -0.25 -0.68 -2.10
C 2.10 -0.92 0.30
C 0.15 0.30 0.08
C -0.54 -0.66 0.85
C 0.31 0.13 -1.33
C -0.77 -1.87 0.34
C 0.75 1.52 0.76
H -0.92 -0.52 1.87
H 2.07 2.88 0.38
H 0.88 0.98 -1.74
H 0.34 1.94 1.77
H -0.38 -2.07 -0.56
H 0.16 -0.57 -3.08
H -1.09 -2.61 1.05

***

130
Properties=species:S:1:pos:R:3 method="wB97M-V/def2-TZVPD" spin_multiplicity=1 de_lowest_kcal_mol=23.0 charge=0 total_energy_ha=-4180.93696 smiles="CCOP(=O)(CC[C@H](N=C=S)O[C@H](c1ccccn1)[C@H](CCC(F)(F)F)NN=C(C)C)OCC.NC(N)=O.NC(N)=O.NC(N)=O.NC(N)=O.NC(N)=O.NC(N)=O.NC(N)=O.NC(N)=O" lumo_ev=0.2 orbital_gap_ev=8.1
S -3.81 1.35 4.75
P -2.71 -1.10 -2.01
F -0.81 2.87 5.53
F -0.03 3.18 3.54
F 1.31 3.28 5.22
O -2.98 2.44 -6.18
O -1.22 -0.72 -2.45
O 10.52 3.11 6.49
O 7.98 -2.55 1.25
O -1.56 3.54 -11.13
O -3.54 0.27 -2.14
O -1.07 -1.09 2.41
O -8.04 -4.14 1.32
O 6.72 0.84 3.86
O -9.34 0.67 3.27
O -5.74 -3.51 -6.18
O -3.30 -2.21 -2.76
N 7.24 -4.59 1.91
N 8.74 -4.40 0.17
N -7.08 0.75 3.44
N 6.34 1.29 6.05
N -2.01 1.13 2.63
N 8.36 1.80 5.09
N 3.12 -0.42 1.65
N 12.25 4.19 5.50
N 12.52 2.06 6.35
N -8.41 1.20 5.27
N 2.58 -1.23 2.70
N -3.47 4.09 -7.66
N -4.18 1.92 -8.04
N 0.66 4.01 -11.06
N -7.97 -3.41 -5.81
N -0.64 4.17 -9.16
N -6.36 -3.28 2.57
N 0.52 -3.20 1.57
N -6.48 -2.64 -4.22
N -8.40 -2.22 2.46
C 1.27 -0.75 3.07
C 5.35 -1.09 2.42
C 1.47 0.72 3.51
C -3.51 2.79 -7.23
C 0.24 2.61 4.73
C -0.99 0.90 -4.30
C -2.82 1.28 3.53
C 0.90 -1.74 -0.33
C -8.34 0.86 3.95
C -5.28 1.57 -3.13
C 0.78 -4.18 0.70
C 1.16 -2.79 -1.20
C 7.12 1.28 4.92
C -6.66 -3.21 -5.46
C -4.59 0.21 -3.14
C 7.99 -3.76 1.12
C 4.86 1.15 1.22
C 0.58 -2.00 0.98
C -7.63 -3.27 2.06
C -2.08 -0.26 1.99
C 4.37 -0.15 1.78
C 1.07 -4.06 -0.63
C -0.57 3.88 -10.49
C -2.25 -0.10 0.49
C 0.53 1.13 4.67
C -1.08 -0.58 -3.87
C 0.25 -0.82 1.88
C -2.61 -1.42 -0.22
C 11.69 3.12 6.14
H -5.76 -4.04 2.30
H -1.84 -1.12 -4.44
H -6.24 0.91 3.98
H 13.20 4.22 5.20
H -1.54 4.08 -8.72
H 0.02 1.14 -4.65
H -6.00 -2.57 3.18
H 1.23 -4.94 -1.23
H 1.38 -2.66 -2.25
H 9.30 -3.82 -0.43
H -4.50 2.33 -3.06
H 5.84 1.05 0.77
H -5.88 1.67 -2.22
H -9.34 -2.18 2.11
H -1.16 1.50 -3.41
H 2.59 -2.22 2.50
H -1.37 0.32 0.00
H 4.15 1.44 0.45
H -0.39 0.56 4.68
H 1.48 4.29 -10.55
H 5.07 -2.11 2.12
H 11.66 4.98 5.33
H 2.49 0.85 3.87
H 8.96 1.81 4.28
H -4.13 0.03 -4.11
H 13.48 2.05 6.07
H -9.32 1.29 5.68
H -7.24 -2.39 -3.62
H -1.86 -2.20 -0.08
H -7.00 0.51 2.47
H -3.90 4.41 -8.51
H -8.08 -1.49 3.07
H 6.34 -0.94 2.00
H 0.94 -0.72 -0.69
H 7.23 -5.59 1.82
H 0.74 3.81 -12.04
H 5.39 -0.99 3.49
H -7.60 1.36 5.85
H 0.90 -1.28 3.95
H 8.76 -5.39 0.04
H -2.99 4.75 -7.08
H -3.06 0.62 0.33
H 1.05 0.90 5.61
H 1.35 1.43 2.69
H -8.75 -3.17 -5.23
H -8.14 -3.82 -6.71
H 0.15 4.45 -8.61
H 6.67 -4.16 2.62
H -4.22 0.96 -7.75
H -1.73 1.11 -5.08
H -3.01 -0.71 2.36
H -5.89 1.71 -4.02
H -4.61 2.19 -8.90
H -5.53 -2.49 -3.93
H -3.60 -1.78 0.04
H 5.41 0.92 5.97
H 0.33 0.13 1.35
H 4.85 1.92 2.00
H -0.13 -1.04 -4.14
H 8.71 2.17 5.95
H -5.31 -0.56 -2.88
H 0.76 -5.19 1.12
H 6.64 1.65 6.93
H 12.14 1.26 6.82

***

39
Properties=species:S:1:pos:R:3 method="wB97M-V/def2-TZVPD" spin_multiplicity=1 de_lowest_kcal_mol=18.0 charge=0 total_energy_ha=-1294.96484 smiles="CS(=O)(=O)N1CCC(C(=O)NCc2ccncc2)CC1" lumo_ev=0.4 orbital_gap_ev=10.2
S 0.33 -2.20 -3.81
O 0.36 -3.62 -3.96
O 0.88 -1.37 -4.85
O -1.75 0.15 0.63
N -0.25 0.13 2.30
N 0.16 4.68 4.33
N 1.16 -1.84 -2.43
C -0.69 2.12 3.67
C 1.51 -0.48 -2.15
C -1.40 -1.71 -3.60
C 0.99 -2.69 -1.28
C -0.53 2.50 4.99
C 0.44 -0.68 0.12
C 0.56 0.18 -1.14
C 0.01 4.32 3.07
C -0.11 3.79 5.27
C -1.13 0.73 3.29
C -0.63 -0.08 1.03
C -0.41 3.06 2.68
C 0.02 -2.10 -0.25
H -2.12 0.77 2.82
H 0.64 -3.66 -1.65
H 1.50 0.05 -3.11
H -0.44 0.29 -1.57
H -1.83 -2.29 -2.80
H 0.93 1.17 -0.89
H 0.00 -2.73 0.63
H -1.90 -1.94 -4.53
H -0.73 1.80 5.79
H 1.41 -0.71 0.64
H -0.53 2.81 1.64
H 0.03 4.12 6.29
H 2.53 -0.46 -1.75
H 0.24 5.08 2.34
H -1.18 0.09 4.17
H 0.71 -0.03 2.58
H 1.97 -2.84 -0.81
H -0.99 -2.06 -0.66
H -1.45 -0.65 -3.40